# 1
Formula: C21H28N3S3
Source: the OMol25 dataset
Level of theory: ωB97M-V/def2-TZVPD

## Properties
HOMO level (eV): -10.826
Total charge: +1
Multiplicity: 1
Gap between HOMO and LUMO (eV): 6.488

Structure (XYZ):
```
55
Properties=species:S:1:pos:R:3:nbo_charge:R:1
C -1.649 1.528 -2.292 -0.621
C -1.285 1.734 -0.823 0.259
C 0.107 2.331 -0.712 -0.634
N -2.254 2.697 -0.207 -0.448
C -3.090 2.043 0.512 0.128
S -4.333 2.846 1.443 0.321
C -3.342 4.465 1.501 -0.577
C -4.040 5.484 2.321 0.237
N -4.650 6.222 3.007 -0.250
C -2.849 0.526 0.569 0.054
C -2.861 -0.029 1.990 -0.630
C -3.908 -0.176 -0.288 -0.620
N -1.477 0.497 -0.034 -0.274
C -0.669 -0.571 0.011 0.319
C 0.582 -0.821 -0.737 -0.317
C 0.631 -2.327 -1.129 -0.071
C 0.980 -2.691 -2.429 -0.200
C 1.354 -4.043 -2.673 -0.196
C 1.359 -4.973 -1.649 -0.192
C 0.942 -4.622 -0.356 -0.201
C 0.513 -3.290 -0.162 -0.148
H -1.454 2.456 -2.836 0.253
H -1.036 0.736 -2.720 0.214
H -2.706 1.262 -2.415 0.223
H 0.017 3.392 -0.993 0.259
H 0.443 2.305 0.331 0.238
H 0.824 1.829 -1.369 0.223
H -2.360 4.246 1.943 0.265
H -3.215 4.807 0.467 0.283
H -3.793 0.272 2.509 0.261
H -2.797 -1.130 1.974 0.223
H -2.021 0.383 2.566 0.235
H -4.910 -0.058 0.162 0.252
H -3.999 0.308 -1.267 0.229
H -3.675 -1.249 -0.381 0.232
H -1.088 -1.355 0.639 0.229
H 0.637 -0.193 -1.671 0.261
H 1.037 -1.935 -3.218 0.220
H 1.665 -4.286 -3.693 0.233
H 1.700 -6.011 -1.828 0.235
H 1.005 -5.328 0.465 0.234
H 0.188 -3.020 0.867 0.201
C 5.046 -0.162 1.843 -0.435
C 4.631 0.899 0.828 -0.508
S 2.830 0.985 0.522 0.178
C 2.132 -0.542 -0.167 -0.475
S 2.840 -1.748 0.965 0.193
C 4.618 -1.521 1.285 -0.517
H 6.136 -0.144 1.983 0.232
H 4.601 0.030 2.831 0.223
H 4.836 1.896 1.254 0.254
H 5.234 0.832 -0.086 0.224
H 2.525 -0.691 -1.168 0.213
H 5.271 -1.811 0.451 0.223
H 4.778 -2.282 2.066 0.253
```

=====

# 2
Formula: C21H28N4O5S2
Source: the OMol25 dataset
Level of theory: ωB97M-V/def2-TZVPD

## Properties
HOMO level (eV): -8.591
Multiplicity: 1
Gap between HOMO and LUMO (eV): 9.058

Structure (XYZ):
```
60
Properties=species:S:1:pos:R:3:nbo_charge:R:1
C -0.528 -3.896 -1.860 -0.617
H 0.434 -3.402 -1.739 0.212
H -1.164 -3.272 -2.482 0.205
H -0.369 -4.844 -2.368 0.218
C -1.185 -4.143 -0.508 -0.199
N -1.475 -2.885 0.171 -0.513
C -0.296 -2.111 0.419 0.224
C 0.723 -2.509 1.272 -0.252
C 1.831 -1.700 1.465 -0.191
C 1.901 -0.486 0.814 -0.325
C 0.904 -0.057 -0.040 -0.184
C -0.198 -0.878 -0.251 0.109
N -1.260 -0.558 -1.083 -0.639
C -1.410 0.506 -1.906 0.678
O -0.578 1.364 -2.104 -0.611
C -2.770 0.533 -2.585 -0.656
H -2.934 1.501 -3.057 0.246
H -2.819 -0.244 -3.349 0.253
S -4.134 0.144 -1.430 0.364
C -3.955 1.443 -0.279 -0.011
C -3.118 2.538 -0.231 -0.243
C -3.232 3.408 0.843 -0.190
C -4.178 3.157 1.827 -0.239
C -4.994 2.050 1.731 0.000
N -4.878 1.213 0.692 0.073
O -5.586 0.173 0.533 -0.550
H -5.750 1.797 2.457 0.232
H -4.286 3.818 2.671 0.231
H -2.587 4.268 0.907 0.229
H -2.389 2.714 -1.003 0.251
H -2.003 -1.254 -1.011 0.447
H 0.976 0.907 -0.516 0.267
S 3.350 0.531 1.062 2.316
O 3.031 1.892 0.733 -0.941
O 3.897 0.256 2.359 -0.943
N 4.371 -0.175 -0.075 -0.673
C 4.214 0.336 -1.424 -0.259
H 3.155 0.525 -1.595 0.224
C 5.022 1.623 -1.622 -0.095
H 5.015 1.927 -2.671 0.196
O 6.378 1.429 -1.277 -0.525
C 6.505 1.020 0.067 -0.088
H 7.575 0.909 0.251 0.197
C 5.764 -0.296 0.311 -0.260
H 5.786 -0.558 1.368 0.241
H 6.210 -1.099 -0.285 0.203
H 6.091 1.789 0.737 0.172
H 4.582 2.415 -1.002 0.192
H 4.564 -0.438 -2.115 0.206
H 2.634 -1.984 2.126 0.239
H 0.652 -3.455 1.787 0.222
C -2.296 -3.048 1.368 -0.200
H -1.719 -3.479 2.202 0.166
C -2.906 -1.719 1.796 -0.629
H -3.448 -1.851 2.728 0.217
H -3.607 -1.367 1.045 0.228
H -2.132 -0.969 1.949 0.205
H -3.100 -3.745 1.121 0.201
H -2.140 -4.654 -0.659 0.201
H -0.542 -4.801 0.098 0.166
```

=====

# 3
Formula: C21H28N9S3Ta
Source: the OMol25 dataset
Level of theory: ωB97M-V/def2-TZVPD

## Properties
HOMO level (eV): -12.727
Total charge: +2
Multiplicity: 1
Gap between HOMO and LUMO (eV): 5.451

Structure (XYZ):
```
62
Properties=species:S:1:pos:R:3:nbo_charge:R:1
Ta -0.503 0.190 0.756 1.396
N 1.264 4.532 0.851 -0.771
C 0.827 3.267 0.607 0.301
S -0.622 2.718 1.493 -0.074
N 1.509 2.484 -0.225 -0.414
N 0.874 1.309 -0.542 -0.348
C 1.043 0.843 -1.818 0.273
C 1.531 1.719 -2.853 -0.154
C 2.484 1.291 -3.773 -0.173
C 3.089 2.167 -4.682 -0.205
C 2.678 3.516 -4.709 -0.143
C 1.732 3.966 -3.795 -0.212
C 1.085 3.051 -2.973 -0.121
C 0.731 -0.489 -2.014 0.157
C 0.802 -1.226 -3.188 -0.178
C 0.430 -2.560 -3.237 -0.101
C -0.360 -3.089 -2.200 -0.219
C -0.503 -2.304 -1.051 0.105
N 0.032 -1.071 -0.984 -0.540
H 0.807 5.129 1.519 0.428
H 2.223 4.684 0.548 0.419
H 2.914 0.279 -3.736 0.213
H 3.956 1.860 -5.222 0.236
H 3.063 4.179 -5.467 0.238
H 1.471 5.095 -3.747 0.247
H 0.290 3.432 -2.300 0.227
H 1.251 -0.665 -4.004 0.260
H 0.664 -3.207 -4.084 0.257
H -0.684 -4.135 -2.306 0.259
H -1.116 -2.582 -0.251 0.223
C -4.636 2.097 2.220 -0.669
C -3.562 1.265 1.529 -0.145
S -2.283 0.459 2.389 0.012
C -3.638 1.105 0.134 -0.169
C -4.811 1.772 -0.661 -0.649
S -2.324 0.362 -0.738 0.046
H -4.525 1.832 3.295 0.238
H -5.599 1.655 1.941 0.239
H -4.657 3.206 2.018 0.252
H -4.471 2.091 -1.659 0.237
H -5.172 2.623 -0.024 0.237
H -5.693 1.140 -0.763 0.240
C -1.083 -4.512 2.528 -0.412
N 0.138 -3.850 2.787 -0.390
C 1.249 -4.683 3.119 -0.443
C 0.366 -2.548 2.385 0.686
N -0.577 -1.809 1.860 -0.859
N 1.648 -2.073 2.580 -0.616
C 2.034 -0.742 2.605 0.685
N 3.314 -0.536 2.898 -0.750
N 1.162 0.158 2.190 -0.852
H -1.101 -4.949 1.524 0.213
H -1.956 -3.815 2.587 0.214
H -1.203 -5.219 3.370 0.245
H 0.886 -5.637 3.550 0.263
H 1.885 -4.250 3.884 0.210
H 1.933 -4.867 2.261 0.206
H -1.503 -2.126 2.076 0.424
H 2.299 -2.871 2.772 0.440
H 3.853 -1.242 3.419 0.431
H 3.548 0.457 3.011 0.431
H 1.517 1.123 2.298 0.416
```

=====

# 4
Formula: C21H29CdCl2O4
Source: the OMol25 dataset
Level of theory: ωB97M-V/def2-TZVPD

## Properties
HOMO level (eV): -2.184
Total charge: -1
Multiplicity: 1
Gap between HOMO and LUMO (eV): 3.144

Structure (XYZ):
```
57
Properties=species:S:1:pos:R:3:nbo_charge:R:1
O -1.589 0.009 -0.788 -0.506
C -1.201 1.404 -0.613 -0.064
C -1.427 1.725 -2.093 -0.455
H -0.142 1.536 -0.332 0.176
H -1.876 1.884 0.102 0.192
C -1.548 0.201 -2.236 0.253
H -0.555 2.182 -2.575 0.190
H -2.362 2.231 -2.293 0.200
C -0.291 -0.217 -2.958 -0.628
H 0.521 0.468 -2.673 0.203
H -0.465 -0.072 -4.029 0.201
H 0.008 -1.254 -2.804 0.213
C -2.817 -0.418 -2.775 -0.620
H -3.688 0.070 -2.326 0.222
H -2.843 -1.484 -2.512 0.229
H -2.877 -0.275 -3.857 0.187
Cd 2.325 -1.115 1.029 1.317
C -3.814 -2.463 2.277 -0.374
C -2.718 -2.196 3.124 -0.365
C -2.197 -0.904 2.826 -0.381
H -2.293 -2.872 3.851 0.169
C -2.980 -0.399 1.734 -0.328
C -3.889 -1.413 1.322 -0.369
H -4.484 -1.387 0.407 0.173
H -4.461 -3.326 2.315 0.174
H -1.351 -0.432 3.281 0.185
H -2.915 0.612 1.316 0.163
C 0.103 -4.052 1.429 -0.241
C -0.797 -3.770 0.374 -0.171
C -0.123 -2.952 -0.551 -0.288
H -1.795 -4.170 0.264 0.233
C 1.293 -2.915 -0.214 -0.502
C 1.387 -3.587 1.066 -0.400
H 2.308 -3.748 1.630 0.215
H -0.161 -4.570 2.338 0.219
H -0.585 -2.501 -1.423 0.209
H 2.102 -2.921 -0.950 0.235
O 2.064 2.534 -1.244 -0.538
C 1.764 3.213 -2.519 -0.076
C 2.503 4.539 -2.611 -0.429
H 0.690 3.466 -2.611 0.176
H 1.980 2.555 -3.389 0.183
C 3.101 4.760 -1.215 -0.434
H 1.824 5.340 -2.909 0.210
H 3.258 4.467 -3.385 0.202
C 2.860 3.455 -0.444 -0.075
H 2.595 5.619 -0.774 0.211
H 4.159 5.013 -1.326 0.210
H 2.319 3.687 0.487 0.191
H 3.826 3.008 -0.151 0.174
Cl 0.827 -2.637 4.151 0.062
C 2.313 -1.763 4.446 -0.291
Cl 3.703 -2.517 3.471 -0.123
C 2.030 -0.277 4.058 0.748
O 1.727 0.458 5.007 -0.602
O 2.070 0.086 2.771 -0.909
H 2.583 -1.917 5.507 0.245
```

=====

Number 1: F_max 3.62 eV Å⁻¹. Number 2: F_max 1.17 eV Å⁻¹. Number 3: F_max 5.28 eV Å⁻¹. Number 4: F_max 2.43 eV Å⁻¹.